# 1
ORCA calculation (ωB97M-V with the def2-TZVPD basis set) on a structure of composition C24H20As5CuF30Hg2N4O8 in a non-equilibrium geometry.

Structure (XYZ):
```
94
Properties=species:S:1:pos:R:3:forces:R:3
Hg 20.272 -4.834 28.807 -0.2 0.2 -0.3
Hg 17.472 2.656 22.809 -0.1 -0.4 0.2
Cu 13.241 -5.948 21.764 0.2 0.2 0.3
As 20.962 1.822 28.473 -0.7 0.2 1.4
F 21.903 1.815 30.026 -0.9 -0.5 -1.3
F 21.012 3.594 28.619 0.1 -1.1 -0.8
F 20.177 1.849 26.843 0.2 0.0 1.7
F 20.884 -0.013 28.525 0.0 1.8 0.0
F 19.450 1.933 29.398 1.1 -0.6 -1.1
F 22.441 1.722 27.610 0.3 0.1 0.0
As 19.332 -3.802 22.172 -2.5 0.7 1.2
F 19.173 -1.967 22.233 0.6 -1.7 0.2
F 17.545 -3.869 22.505 1.5 0.1 -0.4
F 19.211 -5.610 22.029 0.7 2.1 0.1
F 21.069 -3.746 22.066 -0.8 -0.2 -0.6
F 19.585 -3.814 23.970 -0.3 -0.3 -1.7
F 18.998 -3.570 20.432 0.7 -0.7 1.3
As 14.713 -8.761 27.414 -1.1 -0.2 -0.6
F 16.232 -7.890 27.724 -0.8 -1.0 0.1
F 13.874 -7.824 28.708 1.2 -1.0 -0.8
F 13.083 -9.419 27.031 1.3 -0.2 0.5
F 15.376 -9.657 25.958 -0.3 0.6 1.9
F 15.131 -10.096 28.493 -0.3 1.3 -1.0
F 14.315 -7.514 26.293 0.1 0.5 -0.2
As 12.023 0.463 19.267 -1.5 0.1 0.2
F 12.695 0.000 17.713 -0.1 -0.2 0.8
F 10.388 0.163 18.647 0.7 0.5 0.0
F 11.242 0.948 20.819 1.0 0.0 -1.1
F 13.660 0.687 19.907 -1.0 -0.2 -0.1
F 11.966 2.111 18.680 0.1 -0.6 0.6
F 11.893 -1.182 19.863 1.0 0.3 -0.2
As 13.886 -1.281 27.552 -0.2 -0.4 0.3
F 13.365 -2.237 26.183 0.9 0.3 0.1
F 12.962 -2.437 28.538 0.3 0.5 -0.3
F 14.204 -0.371 29.020 0.2 -0.4 -1.3
F 14.797 -0.129 26.435 -0.9 -1.5 1.6
F 12.400 -0.364 27.309 0.9 0.0 0.2
F 15.291 -2.372 27.870 -1.1 1.5 -0.7
C 27.709 -3.742 21.952 -1.1 0.1 1.5
C 26.943 -3.054 22.934 0.9 -1.0 0.4
C 26.707 -3.680 24.162 -1.0 -0.3 0.7
C 27.101 -4.991 24.466 0.2 -1.0 -2.8
C 27.853 -5.651 23.456 -1.2 -1.0 1.7
C 28.109 -5.062 22.276 1.6 1.9 -1.3
N 26.547 -5.844 25.534 -0.2 2.3 3.6
O 25.767 -5.270 26.357 1.2 -1.1 -2.4
O 27.025 -6.937 25.755 -0.4 0.2 -1.0
H 27.947 -3.327 20.984 0.0 0.1 0.1
H 26.547 -2.050 22.902 0.1 0.0 -0.7
H 26.063 -3.199 24.884 0.1 0.2 0.1
H 28.110 -6.699 23.509 0.2 0.0 0.6
H 28.884 -5.501 21.666 -0.5 -0.4 -0.5
C 20.430 0.994 16.043 1.8 -1.1 0.4
C 19.900 2.205 15.680 -1.0 -0.6 0.7
C 20.560 3.373 15.952 1.6 1.1 -0.3
C 21.887 3.341 16.482 -0.4 -2.0 0.0
C 22.447 2.070 16.837 0.0 2.0 -0.1
C 21.753 0.909 16.598 -0.6 0.8 -0.5
N 22.684 4.590 16.610 -0.9 1.0 0.6
O 22.128 5.650 16.389 -0.9 -0.4 -0.6
O 23.810 4.553 17.012 1.2 -1.3 0.2
H 19.922 0.055 15.876 -0.3 0.1 -0.1
H 18.881 2.178 15.322 0.0 0.4 -0.3
H 20.161 4.327 15.643 -0.1 0.1 0.2
H 23.427 2.021 17.288 0.1 0.2 -0.2
H 22.307 -0.005 16.752 -0.5 -0.3 0.2
C 20.713 -13.636 18.713 2.3 1.5 -0.3
C 22.123 -13.772 18.514 -1.1 0.8 0.2
C 22.898 -12.682 18.023 -0.3 -0.4 -0.9
C 22.378 -11.414 17.854 -4.9 -1.9 2.4
C 20.986 -11.244 18.207 0.4 -0.2 0.2
C 20.198 -12.342 18.515 0.2 -1.3 0.6
N 23.049 -10.364 17.272 0.7 4.5 -2.8
O 24.076 -10.635 16.714 1.8 -0.9 -0.2
O 22.586 -9.195 17.132 -0.3 -2.5 1.5
H 20.051 -14.380 19.132 0.3 -0.4 -0.2
H 22.649 -14.679 18.775 -0.1 -0.2 -0.3
H 23.849 -12.845 17.538 0.4 -0.2 0.6
H 20.456 -10.315 18.356 0.6 0.5 -0.7
H 19.148 -12.273 18.757 -0.1 0.7 -0.1
C 26.048 -13.130 23.855 -1.4 -0.4 1.4
C 25.622 -11.925 23.268 1.9 -0.8 -0.5
C 24.553 -11.220 23.706 -1.0 1.2 -0.6
C 23.751 -11.652 24.722 1.5 -3.1 0.7
C 24.105 -12.910 25.357 1.5 0.1 -0.7
C 25.307 -13.608 24.961 -2.3 1.5 -1.2
N 22.605 -10.905 25.088 -1.2 3.2 2.9
O 21.691 -11.450 25.669 0.1 -0.8 -0.8
O 22.663 -9.642 25.076 0.5 -2.2 -1.1
H 26.816 -13.801 23.501 0.3 0.5 -0.4
H 26.178 -11.503 22.445 0.1 -0.1 -0.2
H 24.251 -10.331 23.172 0.1 0.2 0.1
H 23.562 -13.419 26.139 -0.5 0.6 0.0
H 25.402 -14.627 25.305 0.5 0.1 0.4
```
Forces are in eV/Å.

## Properties
LUMO level = -9.55 eV
gap between HOMO and LUMO = 1.2 eV
2S+1 = 1

# 2
ORCA calculation (ωB97M-V with the def2-TZVPD basis set) on a cluster of 2 separate species, C5H13NO in total in a non-equilibrium geometry.

Structure (XYZ):
```
20
Properties=species:S:1:pos:R:3:forces:R:3
C -2.638 0.378 0.222 3.4 0.1 2.8
C -1.219 1.221 0.454 -2.1 0.7 -1.8
C -0.030 0.387 0.615 1.5 -2.5 1.1
C 0.169 -0.216 2.103 1.0 2.8 -1.5
C 0.833 0.093 -0.362 -0.4 -2.1 0.9
N 1.657 -1.111 -0.479 -0.7 -0.6 0.2
H -3.358 0.828 0.872 -0.7 0.1 0.3
H -2.464 -0.670 0.498 -0.2 0.2 0.1
H -2.941 0.391 -0.755 -0.7 0.3 -2.5
H -1.288 1.732 1.397 -0.7 0.9 0.1
H -1.210 1.938 -0.447 0.5 -0.8 1.5
H -0.520 -1.012 2.356 0.0 0.0 0.3
H 1.287 -0.464 2.297 -2.1 0.2 -0.3
H -0.076 0.794 2.630 0.5 -2.2 0.0
H 0.919 0.752 -1.162 -0.1 0.7 -1.8
H 1.451 -1.777 0.300 0.3 1.0 -0.8
H 1.379 -1.668 -1.339 0.2 1.0 1.5
O 2.494 -0.495 -3.356 0.7 0.5 -1.9
H 3.459 -0.344 -3.303 -1.1 -0.3 0.6
H 2.096 -0.756 -2.542 0.6 0.0 1.0
```
Forces are in eV/Å.

## Properties
LUMO level = 0.83 eV
gap between HOMO and LUMO = 9.0 eV
structure (SMILES) = CC/C(C)=C/N.O
ΔE to the lowest compared entry with this formula, charge and spin = 61.7 kcal per mole
2S+1 = 1

# 3
ORCA calculation (ωB97M-V with the def2-TZVPD basis set) on a cluster of 2 separate species, C3H4F2O in total in a non-equilibrium geometry.

Structure (XYZ):
```
10
Properties=species:S:1:pos:R:3:forces:R:3
C -1.073 0.683 -1.037 1.7 1.3 -0.2
C 0.129 1.294 -1.116 -0.9 -0.4 -0.2
F 1.355 0.862 -1.503 -1.7 0.0 0.5
F 0.229 2.593 -0.820 0.2 -0.5 -0.1
H -1.351 -0.326 -1.240 0.5 -0.5 -0.2
H -1.882 1.344 -0.759 0.1 0.0 0.1
C 0.599 -1.583 1.572 3.3 -2.4 0.7
O -0.193 -0.725 1.692 -0.8 1.5 -0.4
H 1.714 -1.569 1.145 -2.0 0.8 0.1
H 0.473 -2.573 2.064 -0.5 0.0 -0.2
```
Forces are in eV/Å.

## Properties
LUMO level = 0.81 eV
gap between HOMO and LUMO = 10.6 eV
structure (SMILES) = C=C(F)F.C=O
ΔE to the lowest compared entry with this formula, charge and spin = 44.4 kcal per mole
2S+1 = 1

# 4
ORCA calculation (ωB97M-V with the def2-TZVPD basis set) on a structure of composition C35H67BiN5P2SSi3 in a non-equilibrium geometry.

Structure (XYZ):
```
114
Properties=species:S:1:pos:R:3:forces:R:3
Bi -0.208 0.245 1.379 0.3 -0.8 0.6
C -5.125 3.243 -0.847 0.2 -0.4 -1.2
Si -4.025 2.382 -2.128 -0.3 0.4 -0.3
C -4.963 2.074 -3.747 0.5 -0.5 0.9
C -2.436 3.262 -2.675 0.3 -0.1 1.3
C -3.621 0.699 -1.325 0.7 0.3 0.3
C -4.208 -0.473 -1.778 -0.7 0.4 0.3
C -3.833 -1.713 -1.263 0.0 -0.2 -0.1
C -2.815 -1.762 -0.328 -0.4 -0.8 0.2
N -2.296 -0.640 0.181 0.8 -0.3 0.0
C -2.683 0.544 -0.273 -0.1 0.7 -0.8
S -1.894 1.936 0.534 -0.4 0.0 -0.4
H -5.602 4.138 -1.203 -0.1 0.5 -0.3
H -4.596 3.484 0.041 0.5 0.2 0.9
H -5.917 2.549 -0.614 -0.3 -0.3 0.2
H -4.988 2.963 -4.345 0.0 0.6 -0.3
H -5.970 1.733 -3.610 -0.7 -0.1 0.2
H -4.468 1.286 -4.302 0.3 -0.1 -0.3
H -2.614 3.972 -3.463 -0.3 0.2 -0.5
H -1.711 2.525 -3.024 0.0 -0.1 -0.1
H -1.935 3.822 -1.861 -0.3 -0.3 -0.3
H -5.062 -0.348 -2.460 0.6 -0.5 0.0
H -4.329 -2.618 -1.596 0.2 0.0 0.1
H -2.458 -2.740 0.080 -0.3 1.1 -0.4
N 2.746 0.064 2.486 0.3 -0.3 0.1
C 3.113 1.375 3.041 -0.1 -0.6 -0.1
C 2.096 2.423 2.640 0.6 -0.1 0.3
N 0.710 1.961 2.915 -0.3 1.0 -0.6
H 3.147 -0.691 3.057 -0.3 0.4 -0.4
H 3.089 -0.066 1.530 -0.2 0.1 0.2
H 4.083 1.742 2.695 0.1 -0.1 0.1
H 3.152 1.264 4.125 0.0 0.2 0.1
H 2.283 2.610 1.587 -0.6 0.0 -0.3
H 2.391 3.344 3.161 -0.6 -0.1 0.1
H 0.037 2.753 2.872 0.7 -0.7 0.2
H 0.654 1.558 3.851 0.0 0.1 -0.2
C 0.328 -3.220 -0.198 0.2 -0.7 0.3
P 1.805 -2.160 -0.512 0.0 -0.1 0.3
C 1.132 -1.137 -1.887 -0.9 -0.2 -0.6
N 0.110 -1.718 -2.505 0.8 0.6 0.4
C -0.509 -1.059 -3.509 0.4 0.0 0.4
C -1.696 -1.573 -4.036 -0.9 -1.5 0.2
C -2.349 -0.902 -5.016 -0.4 0.8 -1.1
C -1.805 0.323 -5.507 0.1 -0.1 0.2
C -0.652 0.846 -4.985 -0.5 -0.2 -0.5
C 0.005 0.152 -3.964 0.6 0.9 0.7
N 1.027 0.789 -3.293 -0.6 -0.3 -0.4
C 1.552 0.215 -2.246 0.0 -0.5 -0.1
P 2.668 1.292 -1.200 0.1 -0.9 0.5
C 1.709 2.837 -1.267 -1.1 -0.6 0.1
C 4.154 1.688 -2.213 0.5 0.8 -1.0
C 3.867 2.389 -3.580 -0.4 -0.9 0.4
C 4.912 2.681 -1.347 1.0 0.9 -0.4
C 5.055 0.490 -2.471 0.0 0.4 -2.1
C 2.941 -3.417 -1.342 -0.9 -0.4 0.9
C 3.935 -2.668 -2.166 0.5 0.0 -0.9
C 3.611 -4.118 -0.154 0.2 -2.1 -0.3
C 2.243 -4.478 -2.217 0.6 0.5 -0.1
H 0.719 -4.140 0.287 -0.3 0.5 -0.2
H -0.241 -3.492 -1.093 0.3 0.1 0.1
H -0.361 -2.746 0.502 0.1 0.1 0.1
H -2.094 -2.524 -3.622 0.4 0.8 -0.3
H -3.287 -1.240 -5.488 0.6 -0.1 0.5
H -2.320 0.859 -6.289 -0.1 0.0 -0.1
H -0.252 1.793 -5.295 0.1 0.3 -0.2
H 1.381 3.119 -2.267 0.2 0.1 0.0
H 2.176 3.634 -0.722 0.5 0.5 0.0
H 0.807 2.615 -0.677 -0.1 0.1 -0.2
H 3.331 3.327 -3.435 0.0 0.0 -0.1
H 3.296 1.734 -4.263 0.2 0.4 0.4
H 4.824 2.596 -4.044 0.2 0.2 -0.1
H 4.390 3.630 -1.201 -0.1 -0.1 0.0
H 5.867 2.964 -1.853 -0.6 -0.3 0.4
H 5.151 2.264 -0.380 0.2 -0.1 0.4
H 4.567 -0.170 -3.172 -0.5 -0.6 0.2
H 5.425 -0.035 -1.639 0.1 -0.6 1.3
H 5.944 0.725 -3.086 -0.2 0.7 0.5
H 4.507 -1.947 -1.590 0.0 0.1 0.1
H 3.449 -2.158 -3.024 0.3 -0.2 0.4
H 4.639 -3.407 -2.569 0.1 0.2 -0.1
H 4.052 -3.551 0.629 0.3 1.2 0.4
H 4.405 -4.806 -0.494 -0.1 0.4 -0.3
H 2.965 -4.838 0.375 -0.4 0.4 -0.3
H 1.769 -4.013 -3.065 -0.2 0.3 -0.4
H 1.481 -5.046 -1.716 -0.2 -0.3 0.4
H 2.995 -5.173 -2.613 -0.1 0.1 0.2
C -4.212 0.401 2.672 -0.8 0.9 0.1
Si -2.708 0.478 3.772 -0.3 -0.2 0.6
C -3.411 -0.165 5.420 0.2 0.0 0.3
C -2.125 2.261 4.137 0.0 -0.9 -0.3
C -1.325 -0.662 3.144 0.7 0.6 0.6
Si -0.174 -1.601 4.366 -0.5 0.4 -0.1
C 0.914 -2.653 3.258 -0.6 -0.6 -0.6
C -1.210 -2.560 5.630 0.5 0.2 0.6
C 0.868 -0.482 5.475 -0.2 -0.1 -0.3
H -5.011 1.062 3.125 0.7 -0.8 -0.3
H -4.595 -0.625 2.592 0.0 0.2 0.1
H -4.057 0.807 1.673 -0.1 -0.2 0.1
H -4.055 0.583 5.886 0.0 0.2 -0.2
H -2.671 -0.414 6.191 -0.1 0.2 -0.3
H -4.058 -1.044 5.300 0.3 0.0 -0.2
H -2.886 2.677 4.777 -0.1 0.2 0.5
H -2.004 2.956 3.320 -0.1 0.0 -0.5
H -1.165 2.198 4.645 -0.1 0.2 0.5
H -1.815 -1.487 2.642 -0.3 -0.3 -0.3
H 1.331 -2.069 2.440 0.4 0.3 0.2
H 0.386 -3.434 2.694 -0.4 0.1 0.4
H 1.700 -3.204 3.746 0.5 0.0 0.4
H -2.073 -3.100 5.261 0.0 -0.2 -0.2
H -1.580 -1.941 6.469 0.3 -0.1 -0.6
H -0.518 -3.249 6.139 -0.2 -0.2 -0.3
H 1.915 -0.288 5.218 -0.4 0.2 -0.2
H 0.886 -0.997 6.420 0.1 -0.2 0.6
H 0.282 0.422 5.673 0.3 0.2 0.0
```
Forces are in eV/Å.

## Properties
LUMO level = -2.75 eV
total charge = +1
gap between HOMO and LUMO = 7.9 eV
ΔE to the lowest compared entry with this formula, charge and spin = 0.0 kcal per mole
2S+1 = 1

> What is the gap between HOMO and LUMO in the third record?

10.6 eV